Density functional theory data (the ωB97M-V functional and the def2-TZVPD basis) for 2 unconnected molecules or ions with the total composition C4H9NO at a distorted geometry.

Last column: Löwdin charge in e.
Atoms and positions in Å:
C 0.198081 -0.731858 0.830819  -0.036
C -0.749607 -0.186852 0.039060  -0.160
C -0.665100 -0.240742 -1.460223  -0.302
N -1.901487 -0.825765 -2.022556  -0.019
H 0.198500 -0.667035 1.927781  0.050
H 1.074600 -1.257884 0.431604  0.070
H -1.608221 0.298668 0.436506  0.088
H -0.464252 0.781419 -1.846693  0.113
H 0.158393 -0.866352 -1.767494  0.099
H -1.871933 -0.788497 -3.052397  0.072
H -2.681239 -0.248045 -1.760478  0.049
C 2.069249 1.185783 2.067370  -0.150
O 2.939519 1.978176 1.716182  -0.020
H 1.033700 1.479537 2.216911  0.065
H 2.269802 0.089440 2.243607  0.080

Cartesian forces (eV/Å) of the 6 atoms listed first:
-0.587 0.367 -0.234
1.933 -1.213 0.182
-0.534 0.361 -0.205
0.464 0.081 -0.661
-0.427 -0.060 -0.562
-0.456 0.240 -0.110

Summary:
DFT total energy   -287.72936 a.u.
Frontier orbital gap   0.3748 Eh
Structure (SMILES)   C=CCN.C=O